The following is a DFT calculation (the ωB97M-V functional and the def2-TZVPD basis) of a cluster of 12 separate species, C45H63BN7O20 in total in a non-equilibrium geometry.

```
136
Properties=species:S:1:pos:R:3:forces:R:3
O 0.90083 -1.18582 -17.84671 -0.2 -3.1 -0.5
C 0.88724 -2.41330 -18.03633 0.4 2.4 0.9
O 0.97514 -3.35356 -17.09699 -0.3 0.8 -1.0
B 1.08953 -4.67924 -17.76153 -0.5 0.2 -0.2
O 1.01405 -4.43493 -19.21494 -0.1 1.1 0.5
C 0.87279 -3.12074 -19.41633 -0.1 -1.1 -0.4
O 0.76821 -2.62507 -20.50348 0.1 0.4 0.2
O -0.00904 -5.59174 -17.35307 0.6 1.2 -0.5
C 0.54296 -6.62066 -16.78064 -1.4 -3.3 1.6
O -0.09673 -7.58656 -16.33410 2.1 2.4 -1.1
C 2.10581 -6.42727 -16.82206 -0.3 -2.9 0.6
O 2.35175 -5.27602 -17.36786 0.2 0.5 -0.1
O 2.87309 -7.30029 -16.48666 -0.4 1.3 -0.2
N 4.67790 -2.01903 -21.03230 1.8 0.9 1.0
C 4.37981 -2.62697 -19.86220 -0.7 0.8 -0.7
C 5.10685 -2.53004 -18.68829 1.3 1.0 -0.4
C 6.31379 -1.76674 -18.71985 -1.2 -1.1 -0.4
C 6.70797 -1.17672 -19.92050 -1.1 -0.7 0.6
C 5.82873 -1.29474 -21.01357 0.3 -0.7 0.2
H 3.40051 -3.07869 -19.91977 0.1 -0.6 0.4
H 4.75837 -3.00501 -17.78310 0.0 -0.1 0.0
H 6.92633 -1.72505 -17.83133 0.1 0.1 0.1
H 7.67173 -0.69079 -19.95844 -0.1 0.3 -0.4
H 6.16236 -0.83661 -21.93292 -0.4 0.1 -0.3
C -3.67329 -4.74448 -18.18944 0.4 2.2 -0.5
C -3.15720 -4.85889 -16.78310 -0.1 1.6 0.1
O -3.57554 -6.11578 -16.40122 -0.2 -1.3 0.7
C -4.08724 -6.76530 -17.45783 -1.1 -3.0 1.7
O -4.48679 -7.90338 -17.35727 0.5 1.0 -0.5
O -4.17237 -6.02014 -18.52817 0.5 0.5 -1.1
H -2.85405 -4.35212 -18.79192 -0.2 -0.6 -0.8
H -4.47169 -4.00347 -18.22902 -0.1 -0.2 -0.3
H -3.68826 -4.07634 -16.24116 0.5 -0.2 0.6
H -2.07444 -4.77120 -16.69331 -0.1 0.0 0.1
C 2.77421 -3.61693 -23.46247 0.9 2.4 1.4
C 2.60414 -4.99195 -22.93243 0.9 0.0 1.2
O 2.03729 -5.64455 -23.99985 -2.1 -1.4 -2.1
C 1.46789 -4.73302 -24.83612 -2.6 -0.9 -3.0
O 0.58568 -4.91275 -25.69334 2.8 -0.3 2.7
O 2.01663 -3.55504 -24.64788 0.3 0.6 0.0
H 3.82084 -3.33016 -23.56459 0.0 -0.1 -0.7
H 2.37161 -2.87162 -22.77653 -0.1 0.0 0.0
H 1.93548 -5.00697 -22.07175 0.1 -0.2 0.2
H 3.56768 -5.46218 -22.73605 -0.2 0.0 0.4
C 1.85651 0.05079 -21.90037 0.7 0.1 0.0
C 1.02726 1.15410 -21.30650 0.5 0.7 1.1
O -0.07144 1.34947 -22.18171 0.2 -0.7 -0.6
C 0.00614 0.38132 -23.14417 -3.6 -0.9 -2.8
O -0.87869 0.14623 -23.98683 3.0 1.3 2.9
O 1.11381 -0.34509 -23.03915 0.1 -0.4 -0.1
H 2.03430 -0.79510 -21.23632 0.0 0.1 -0.2
H 2.78176 0.52792 -22.22340 0.3 -0.7 -0.2
H 1.67545 2.03039 -21.29829 -0.5 0.4 0.2
H 0.69441 0.92873 -20.29332 -0.2 0.1 0.0
C -1.80016 -0.78157 -20.10539 1.0 1.0 -0.7
C -2.60932 0.42764 -20.37277 0.5 1.7 0.9
O -3.91877 -0.05475 -20.44655 -1.5 1.2 -0.3
C -3.98055 -1.26567 -19.88981 -2.9 -1.1 -2.4
O -4.99318 -1.93132 -19.79351 1.4 1.2 0.7
O -2.77306 -1.72922 -19.81718 2.1 -2.8 1.7
H -1.11325 -0.55532 -19.28987 0.1 -0.8 0.0
H -1.29945 -0.93701 -21.06102 0.3 -1.2 0.3
H -2.17866 0.90668 -21.25206 -1.1 0.3 -0.2
H -2.55488 1.08434 -19.50451 -0.1 0.5 -0.1
C -3.45993 -10.07535 -14.21137 -0.1 0.2 -0.4
C -1.96724 -9.73517 -14.36146 -0.7 -1.1 0.6
C -1.62008 -8.39370 -13.76417 0.4 0.3 0.5
C -2.23074 -8.22164 -12.43318 1.7 -0.3 -3.4
N -2.75087 -8.12155 -11.44335 -1.5 0.4 3.2
H -3.80010 -10.21017 -13.18462 0.5 0.2 0.3
H -3.71853 -11.02501 -14.67974 0.0 0.2 -0.5
H -4.04813 -9.24626 -14.60473 -0.3 -0.2 -0.3
H -1.55718 -9.79558 -15.36958 -0.4 0.1 -0.1
H -1.45372 -10.51142 -13.79416 0.4 0.0 0.1
H -1.92287 -7.54716 -14.38044 -0.1 -0.1 -0.1
H -0.53488 -8.37106 -13.66456 0.0 0.4 0.1
C 6.21185 -9.00250 -17.09649 -0.2 0.0 -0.6
C 6.98234 -8.52286 -18.34786 -0.4 0.2 0.3
C 6.17574 -8.19502 -19.65118 -0.5 0.2 0.8
C 5.22372 -7.08593 -19.56044 -1.3 2.6 0.7
N 4.49582 -6.17063 -19.50534 1.5 -2.1 -0.3
H 6.80970 -8.95823 -16.18616 0.4 0.1 -0.2
H 5.95519 -10.05153 -17.24404 -0.4 0.1 0.1
H 5.33308 -8.39549 -16.87878 -0.2 -0.1 -0.2
H 7.68669 -9.31532 -18.60084 0.2 0.2 -0.2
H 7.54387 -7.64205 -18.03648 0.1 0.1 -0.4
H 5.49366 -8.98536 -19.96457 0.6 -0.7 -0.1
H 6.84675 -7.89753 -20.45700 0.1 -0.4 -0.1
C 4.94382 -1.99781 -13.48764 -0.2 0.2 -1.3
C 4.62337 -1.53126 -14.92336 -0.3 -0.2 0.0
C 3.09057 -1.40335 -15.22806 0.9 0.2 0.4
C 2.39339 -0.74156 -14.12269 0.9 -0.9 -1.3
N 1.84103 -0.24114 -13.26740 -0.8 0.9 1.4
H 4.50523 -2.98898 -13.37216 -0.1 0.0 0.3
H 4.53834 -1.28673 -12.76789 0.3 -0.2 0.2
H 6.02640 -2.12163 -13.45936 0.0 0.2 0.6
H 5.11356 -2.25821 -15.57093 -0.5 -0.2 -0.4
H 5.12345 -0.60296 -15.19955 -0.1 0.3 0.4
H 2.62397 -2.37830 -15.36895 0.0 0.0 -0.2
H 2.91477 -0.76027 -16.09041 0.0 -0.4 -0.3
C -1.74224 -3.60339 -13.04111 0.2 0.5 0.0
C -0.60140 -3.06298 -13.90171 0.6 -0.4 -0.3
C -0.82551 -1.68123 -14.56751 0.5 -0.6 1.1
C -1.92822 -1.67682 -15.48222 -0.7 0.1 -0.4
N -2.82025 -1.68344 -16.20385 -0.1 0.0 -0.2
H -2.65994 -3.70808 -13.61988 -0.1 0.0 0.1
H -1.88223 -2.92150 -12.20234 -0.4 0.2 0.0
H -1.51289 -4.55929 -12.57020 0.2 -0.1 -0.3
H -0.30167 -3.77627 -14.66949 -0.2 -0.1 -0.2
H 0.29040 -2.97145 -13.28170 0.1 0.2 0.1
H 0.05830 -1.34219 -15.10791 0.0 -0.1 0.1
H -1.01518 -0.99243 -13.74430 0.0 0.4 -0.2
C 1.32974 -8.15216 -20.41186 1.1 0.3 0.0
C -0.02012 -8.55504 -20.88058 -0.7 -0.8 -0.4
C -1.01030 -8.80248 -19.73551 -0.5 0.2 -0.5
C -0.74142 -10.01506 -18.94575 0.2 -2.4 2.0
N -0.57419 -10.97003 -18.27381 -0.4 2.9 -2.2
H 1.98091 -8.99720 -20.18826 -0.2 -0.1 0.3
H 1.24042 -7.52795 -19.52277 0.3 0.2 0.0
H 1.86342 -7.61370 -21.19502 0.0 0.3 0.1
H 0.05165 -9.46240 -21.48030 0.0 -0.3 0.1
H -0.43620 -7.85323 -21.60339 -0.2 0.4 0.4
H -2.00979 -8.84235 -20.16855 -0.2 -0.5 0.1
H -1.10521 -7.93358 -19.08426 0.5 0.0 0.3
C -2.98475 -5.40663 -21.85246 -0.2 -0.2 0.4
C -1.68872 -4.63280 -21.80875 0.4 0.4 -0.8
C -1.30272 -3.86380 -23.08761 -0.8 0.7 -0.2
C -2.34419 -2.90019 -23.56549 -1.7 1.6 -0.7
N -3.14757 -2.12867 -23.94703 2.2 -2.3 1.2
H -3.86076 -4.75816 -21.86567 0.0 0.1 0.0
H -3.02007 -5.99703 -20.93688 -0.3 -0.1 0.0
H -3.09030 -6.10289 -22.68443 0.3 0.1 -0.2
H -0.84093 -5.29565 -21.63556 0.0 -0.2 0.2
H -1.68830 -3.90804 -20.99462 -0.2 -0.1 0.1
H -1.07225 -4.50470 -23.93863 -0.1 -0.2 0.1
H -0.41355 -3.27454 -22.86343 0.1 0.1 -0.1
```
Positions in Å, forces in eV/Å.

Computed properties:
energy	-3665.76093	Ha
lowest unoccupied orbital energy	1.45	eV
total charge	-1
E_HOMO	-8.39	eV